Record 1
# C25H56N2NiO5

A structure of composition C25H56N2NiO5 (ωB97M-V with the def2-TZVPD basis set, the OMol25 dataset).

## Properties
- E_HOMO (spin up / spin down): 0.013 / -0.132 Ha
- Relative energy (zero: lowest compared OMol25 entry of this formula, charge and spin): 16.8 kJ/mol
- Total charge: -1
- 2S+1: 4
- Frontier orbital gap (spin up / spin down): 2.238 / 6.127 eV

CARTESIAN COORDINATES (ANGSTROEM)
Ni  -10.799  -16.939  16.531
C  -11.478  -15.796  12.372
C  -10.185  -14.872  12.612
C  -10.471  -13.550  11.739
C  -9.488  -12.504  11.872
C  -9.386  -12.146  13.337
C  -9.196  -13.305  14.385
N  -10.041  -14.476  14.041
O  -10.221  -15.520  15.081
C  -9.540  -12.717  15.787
C  -7.657  -13.749  14.387
C  -8.970  -15.694  12.004
H  -12.395  -15.207  12.365
H  -11.569  -16.624  13.075
H  -11.600  -16.126  11.340
H  -11.399  -13.083  12.067
H  -10.642  -13.772  10.686
H  -9.814  -11.644  11.287
H  -8.506  -12.897  11.609
H  -10.284  -11.570  13.562
H  -8.551  -11.447  13.374
H  -10.625  -12.703  15.889
H  -9.148  -11.702  15.867
H  -9.197  -13.289  16.650
H  -7.214  -13.594  13.403
H  -7.511  -14.796  14.656
H  -7.133  -13.137  15.121
H  -8.806  -16.650  12.502
H  -8.007  -15.183  12.020
H  -9.185  -16.003  10.981
C  -9.416  -19.071  14.915
C  -9.088  -20.086  16.115
C  -7.632  -20.454  15.987
C  -7.184  -21.453  17.017
C  -7.367  -20.831  18.380
C  -8.793  -20.154  18.695
N  -9.310  -19.496  17.498
O  -10.677  -18.991  17.564
C  -8.625  -19.163  19.878
C  -9.675  -21.397  19.143
C  -9.893  -21.351  15.773
H  -9.316  -19.569  13.951
H  -8.858  -18.135  14.937
H  -10.471  -18.812  14.822
H  -7.073  -19.525  16.105
H  -7.328  -20.761  14.986
H  -6.142  -21.666  16.777
H  -7.649  -22.434  16.923
H  -6.564  -20.137  18.630
H  -7.120  -21.598  19.115
H  -8.253  -18.194  19.547
H  -7.953  -19.447  20.689
H  -9.622  -18.887  20.221
H  -9.526  -21.542  20.214
H  -9.437  -22.391  18.764
H  -10.732  -21.207  18.960
H  -10.920  -21.057  15.559
H  -9.929  -22.045  16.613
H  -9.558  -21.901  14.893
C  -11.341  -15.951  20.166
C  -11.892  -15.118  19.066
C  -11.120  -13.894  18.911
O  -11.891  -15.848  17.882
H  -11.424  -15.315  21.047
H  -10.279  -16.165  20.051
H  -11.809  -16.919  20.351
H  -12.881  -14.831  19.422
H  -11.606  -13.263  18.167
H  -10.120  -14.139  18.553
H  -11.003  -13.411  19.881
H  -12.591  -15.394  17.407
C  -7.558  -15.291  19.081
C  -7.927  -15.897  17.730
C  -6.804  -16.748  17.094
O  -9.037  -16.739  17.740
H  -6.480  -15.331  19.239
H  -7.962  -15.912  19.881
H  -7.974  -14.294  19.227
H  -8.074  -15.192  16.912
H  -5.923  -16.110  17.015
H  -7.045  -17.023  16.067
H  -6.492  -17.710  17.501
H  -8.776  -17.434  18.348
C  -13.460  -18.218  16.540
O  -12.552  -17.694  15.594
H  -13.803  -19.156  16.103
H  -13.017  -18.412  17.517
H  -14.317  -17.559  16.682
H  -13.101  -17.500  14.831

Taken from the Löwdin analysis, the atomic charges in e are: atom 1 (Ni): 0.710, atom 2 (C): -0.060, atom 3 (C): -0.399, atom 4 (C): -0.183, atom 5 (C): -0.246, atom 6 (C): -0.151, atom 7 (C): -0.443, atom 8 (N): -0.132, atom 9 (O): -0.291, atom 10 (C): -0.047, atom 11 (C): -0.032, atom 12 (C): -0.040, atom 13 (H): 0.054, atom 14 (H): 0.049, atom 15 (H): 0.061, atom 16 (H): 0.115, atom 17 (H): 0.114, atom 18 (H): 0.117, atom 19 (H): 0.104, atom 20 (H): 0.113, atom 21 (H): 0.110, atom 22 (H): 0.073, atom 23 (H): 0.075, atom 24 (H): 0.045, atom 25 (H): 0.052, atom 26 (H): 0.060, atom 27 (H): 0.065, atom 28 (H): 0.063, atom 29 (H): 0.049, atom 30 (H): 0.064, atom 31 (C): -0.034, atom 32 (C): -0.454, atom 33 (C): -0.187, atom 34 (C): -0.199, atom 35 (C): -0.139, atom 36 (C): -0.444, atom 37 (N): -0.146, atom 38 (O): -0.263, atom 39 (C): -0.023, atom 40 (C): -0.047, atom 41 (C): -0.047, atom 42 (H): 0.081, atom 43 (H): 0.057, atom 44 (H): 0.046, atom 45 (H): 0.102, atom 46 (H): 0.119, atom 47 (H): 0.107, atom 48 (H): 0.105, atom 49 (H): 0.100, atom 50 (H): 0.104, atom 51 (H): 0.044, atom 52 (H): 0.088, atom 53 (H): 0.083, atom 54 (H): 0.064, atom 55 (H): 0.061, atom 56 (H): 0.071, atom 57 (H): 0.075, atom 58 (H): 0.058, atom 59 (H): 0.082, atom 60 (C): -0.064, atom 61 (C): -0.568, atom 62 (C): -0.071, atom 63 (O): -0.154, atom 64 (H): 0.079, atom 65 (H): 0.058, atom 66 (H): 0.085, atom 67 (H): 0.116, atom 68 (H): 0.075, atom 69 (H): 0.059, atom 70 (H): 0.088, atom 71 (H): 0.052, atom 72 (C): -0.026, atom 73 (C): -0.451, atom 74 (C): -0.046, atom 75 (O): -0.113, atom 76 (H): 0.077, atom 77 (H): 0.067, atom 78 (H): 0.071, atom 79 (H): 0.106, atom 80 (H): 0.076, atom 81 (H): 0.066, atom 82 (H): 0.067, atom 83 (H): 0.034, atom 84 (C): -0.217, atom 85 (O): -0.245, atom 86 (H): 0.073, atom 87 (H): 0.066, atom 88 (H): 0.033, atom 89 (H): 0.074



Record 2
# C4H7NS2

The molecule C4H7NS2 (ωB97M-V with the def2-TZVPD basis set, the OMol25 dataset).

## Properties
- E_HOMO (spin up / spin down): -0.277 / -0.276 Ha
- Relative energy (zero: lowest compared OMol25 entry of this formula, charge and spin): 316.6 kJ/mol
- Total charge: 0
- Frontier orbital gap (spin up / spin down): 6.844 / 7.119 eV

CARTESIAN COORDINATES (ANGSTROEM)
C  0.069  -0.978  0.743
C  0.374  0.181  -0.022
C  -2.549  -1.696  0.215
C  1.770  0.696  0.317
N  -0.159  0.924  -0.927
S  -1.176  -2.077  1.051
S  -1.514  1.025  -1.844
H  0.893  -1.285  1.373
H  -2.600  -0.872  -0.466
H  -3.390  -2.347  0.343
H  1.968  1.587  -0.268
H  2.518  -0.057  0.082
H  1.846  0.941  1.374
H  -1.110  2.151  -2.452

Taken from the Löwdin analysis, the atomic charges in e are: atom 1 (C): -0.433, atom 2 (C): -0.502, atom 3 (C): -0.363, atom 4 (C): -0.068, atom 5 (N): -0.412, atom 6 (S): 0.985, atom 7 (S): 0.729, atom 8 (H): 0.040, atom 9 (H): -0.056, atom 10 (H): -0.004, atom 11 (H): 0.071, atom 12 (H): 0.077, atom 13 (H): 0.076, atom 14 (H): -0.142



Record 3
# C24H38Cl4O10

A cluster of 7 separate species, C24H38Cl4O10 in total (ωB97M-V with the def2-TZVPD basis set, the OMol25 dataset).

## Properties
- SMILES: O=C1CCCO1.O=C1CCCO1.O=C1CCCO1.O=C1CCCO1.O=C1CCCO1.ClCCCl.ClCCCl
- E_HOMO: -0.360 Ha
- Relative energy (zero: lowest compared OMol25 entry of this formula, charge and spin): 0.0 kJ/mol
- Total charge: 0
- Frontier orbital gap: 9.995 eV

CARTESIAN COORDINATES (ANGSTROEM)
O  2.881  -1.372  3.962
C  3.440  -0.761  3.104
O  3.557  -1.237  1.841
C  4.096  -0.225  0.974
C  4.880  0.743  1.863
C  4.177  0.561  3.225
H  3.261  0.270  0.466
H  4.675  -0.702  0.184
H  4.791  1.759  1.491
H  5.920  0.437  1.941
H  3.491  1.367  3.478
H  4.878  0.447  4.050
O  -3.593  4.061  -5.295
C  -3.638  2.871  -5.257
O  -2.532  2.100  -5.346
C  -2.858  0.688  -5.302
C  -4.375  0.583  -5.410
C  -4.876  2.002  -5.086
H  -2.478  0.348  -4.340
H  -2.298  0.209  -6.100
H  -4.780  -0.199  -4.771
H  -4.708  0.342  -6.422
H  -5.191  2.099  -4.047
H  -5.637  2.336  -5.781
O  0.222  -7.063  1.466
C  0.671  -6.083  1.978
O  0.929  -4.957  1.272
C  1.594  -3.974  2.097
C  1.262  -4.362  3.540
C  1.080  -5.878  3.428
H  1.225  -2.992  1.828
H  2.666  -4.044  1.909
H  0.350  -3.875  3.884
H  2.062  -4.068  4.216
H  0.339  -6.249  4.128
H  2.022  -6.408  3.580
O  -0.515  2.146  1.312
C  0.111  3.100  1.677
O  1.375  2.992  2.135
C  1.815  4.216  2.760
C  0.820  5.309  2.339
C  -0.375  4.535  1.789
H  2.813  4.440  2.388
H  1.882  4.039  3.832
H  1.264  5.931  1.564
H  0.536  5.982  3.146
H  -0.721  4.889  0.820
H  -1.246  4.485  2.444
O  -3.114  1.784  -1.794
C  -3.517  1.636  -0.676
O  -4.140  2.631  0.002
C  -4.463  2.174  1.329
C  -4.532  0.665  1.211
C  -3.422  0.406  0.215
H  -5.380  2.646  1.669
H  -3.656  2.507  1.990
H  -5.484  0.405  0.738
H  -4.466  0.121  2.150
H  -3.516  -0.491  -0.382
H  -2.427  0.532  0.649
Cl  4.547  -2.013  -3.624
C  3.178  -2.001  -2.474
C  2.952  -3.342  -1.802
Cl  4.426  -3.946  -1.014
H  2.306  -1.664  -3.022
H  3.425  -1.266  -1.706
H  2.593  -4.075  -2.518
H  2.231  -3.208  -1.000
Cl  -0.424  -2.174  -2.924
C  -0.981  -0.754  -1.988
C  0.150  -0.108  -1.251
Cl  0.726  -1.065  0.134
H  -1.794  -1.113  -1.375
H  -1.354  -0.020  -2.699
H  -0.119  0.874  -0.865
H  0.992  0.021  -1.929

Taken from the Löwdin analysis, the atomic charges in e are: atom 1 (O): 0.127, atom 2 (C): -0.478, atom 3 (O): -0.014, atom 4 (C): -0.173, atom 5 (C): -0.125, atom 6 (C): -0.061, atom 7 (H): 0.096, atom 8 (H): 0.114, atom 9 (H): 0.109, atom 10 (H): 0.114, atom 11 (H): 0.113, atom 12 (H): 0.125, atom 13 (O): 0.122, atom 14 (C): -0.500, atom 15 (O): 0.021, atom 16 (C): -0.134, atom 17 (C): -0.142, atom 18 (C): -0.065, atom 19 (H): 0.090, atom 20 (H): 0.125, atom 21 (H): 0.111, atom 22 (H): 0.111, atom 23 (H): 0.121, atom 24 (H): 0.120, atom 25 (O): 0.119, atom 26 (C): -0.491, atom 27 (O): 0.014, atom 28 (C): -0.167, atom 29 (C): -0.149, atom 30 (C): -0.072, atom 31 (H): 0.056, atom 32 (H): 0.119, atom 33 (H): 0.117, atom 34 (H): 0.107, atom 35 (H): 0.121, atom 36 (H): 0.129, atom 37 (O): 0.103, atom 38 (C): -0.472, atom 39 (O): 0.018, atom 40 (C): -0.139, atom 41 (C): -0.137, atom 42 (C): -0.066, atom 43 (H): 0.120, atom 44 (H): 0.124, atom 45 (H): 0.114, atom 46 (H): 0.115, atom 47 (H): 0.131, atom 48 (H): 0.128, atom 49 (O): 0.118, atom 50 (C): -0.475, atom 51 (O): 0.031, atom 52 (C): -0.155, atom 53 (C): -0.144, atom 54 (C): -0.081, atom 55 (H): 0.126, atom 56 (H): 0.122, atom 57 (H): 0.125, atom 58 (H): 0.121, atom 59 (H): 0.114, atom 60 (H): 0.118, atom 61 (Cl): 0.533, atom 62 (C): -0.683, atom 63 (C): -0.661, atom 64 (Cl): 0.551, atom 65 (H): 0.019, atom 66 (H): 0.037, atom 67 (H): 0.076, atom 68 (H): 0.025, atom 69 (Cl): 0.593, atom 70 (C): -0.637, atom 71 (C): -0.618, atom 72 (Cl): 0.665, atom 73 (H): 0.044, atom 74 (H): 0.046, atom 75 (H): 0.058, atom 76 (H): 0.063



- Look up the total charge of the first one.
  -1



- Which of these has the highest relative energy (zero: lowest compared OMol25 entry of this formula, charge and spin)?
  C4H7NS2



- Among the records above, which one has the highest relative energy (zero: lowest compared OMol25 entry of this formula, charge and spin)?
  C4H7NS2